# 1
The following is a DFT calculation (the ωB97M-V functional and the def2-TZVPD basis) of a 10-piece molecular cluster, C30H81NO14 overall.

Last column: Mulliken charge in e.
Cartesian coordinates (Å):
C 3.394 -1.273 3.364  -0.44
C 2.209 -1.687 4.284  0.42
O 2.240 -2.928 4.824  -0.63
O 2.976 -1.470 2.019  -0.44
H 4.152 -2.030 3.563  0.42
H 3.715 -0.262 3.613  0.17
H 1.307 -1.585 3.680  -0.37
H 1.956 -0.997 5.089  0.37
H 1.880 -3.588 4.227  0.37
H 2.464 -0.727 1.690  0.15
C 3.572 3.587 -2.058  0.10
C 3.661 3.616 -3.623  -1.67
O 2.434 4.074 -3.969  -0.02
O 4.854 3.074 -1.610  -0.48
H 2.701 3.094 -1.626  -0.31
H 3.414 4.625 -1.767  0.37
H 3.839 2.557 -3.808  0.66
H 4.452 4.292 -3.951  0.12
H 2.395 3.820 -4.894  0.28
H 5.070 2.224 -2.000  0.26
C -0.465 3.065 -5.715  0.37
C 0.374 3.104 -6.992  -1.58
O 1.615 3.737 -6.670  0.24
O -0.416 4.329 -5.009  -0.61
H -0.288 2.191 -5.087  -0.50
H -1.502 3.063 -6.051  0.64
H -0.058 3.799 -7.711  0.24
H 0.388 2.116 -7.453  0.83
H 2.380 3.216 -6.926  0.08
H 0.534 4.466 -5.018  0.40
C -4.644 -4.112 6.449  -0.70
O -5.460 -3.132 5.744  -0.37
C -5.824 -3.443 4.405  -0.81
C -4.632 -3.330 3.351  0.01
N -5.116 -3.310 1.990  -0.41
C -4.042 -2.664 1.096  -0.44
C -2.795 -3.449 0.667  0.33
O -3.354 -4.571 -0.111  -0.46
C -2.319 -5.290 -0.715  -0.32
H -4.650 -4.024 7.536  0.28
H -3.593 -4.148 6.164  0.22
H -4.982 -5.118 6.201  0.33
H -6.556 -2.705 4.076  0.33
H -6.283 -4.428 4.316  0.43
H -3.905 -4.099 3.610  0.35
H -4.227 -2.344 3.578  -0.04
H -5.878 -2.654 1.894  0.35
H -3.558 -1.822 1.591  -0.25
H -4.416 -2.009 0.310  0.64
H -2.058 -3.685 1.434  0.35
H -2.247 -2.847 -0.059  -0.36
H -2.910 -5.905 -1.393  0.31
H -1.820 -5.855 0.072  0.30
H -1.668 -4.580 -1.225  -0.16
C -3.166 2.647 -0.852  -1.56
C -2.251 3.625 -0.232  2.15
C -1.203 4.294 -1.152  -1.52
O -2.920 4.641 0.450  -0.61
H -3.706 3.109 -1.678  0.46
H -3.834 2.263 -0.081  0.45
H -2.778 1.759 -1.350  0.14
H -1.710 3.126 0.572  -0.85
H -0.912 3.604 -1.944  0.33
H -0.432 4.887 -0.659  0.34
H -1.722 5.059 -1.730  0.41
H -3.854 4.427 0.393  0.36
C 6.278 -0.477 0.152  -1.29
C 6.022 -0.601 -1.271  0.61
C 4.521 -0.791 -1.616  -1.03
O 6.369 0.607 -1.865  -0.40
H 6.143 -1.433 0.658  0.37
H 5.588 0.241 0.596  0.08
H 7.298 -0.209 0.425  0.47
H 6.715 -1.304 -1.733  0.26
H 3.736 -0.182 -1.166  -0.31
H 4.337 -1.771 -1.177  0.46
H 4.289 -0.742 -2.680  0.50
H 7.315 0.762 -1.818  0.21
C -2.263 0.528 3.316  -1.31
C -1.186 -0.528 3.517  1.69
C -1.591 -1.293 4.750  -1.38
O -1.134 -1.409 2.341  -0.20
H -2.621 1.032 4.214  0.60
H -3.086 0.101 2.743  0.14
H -1.948 1.412 2.761  -0.04
H -0.205 -0.097 3.715  -0.41
H -1.875 -0.545 5.490  0.44
H -0.894 -1.951 5.269  0.33
H -2.463 -1.902 4.513  -0.02
H -1.069 -0.732 1.663  0.05
C -1.060 -1.118 -4.363  -1.34
C -1.513 -2.594 -4.367  0.78
C -0.654 -3.510 -3.523  -0.89
O -2.797 -2.722 -3.897  -0.34
H -1.459 -0.720 -5.296  0.64
H 0.027 -1.060 -4.406  0.31
H -1.391 -0.558 -3.488  -0.36
H -1.413 -3.038 -5.358  0.20
H -0.583 -3.097 -2.516  -0.41
H 0.287 -3.391 -4.060  0.50
H -1.046 -4.524 -3.605  0.42
H -3.301 -2.016 -4.307  0.28
C 2.319 2.543 3.911  -1.59
C 1.610 2.479 2.565  0.88
C 1.469 3.763 1.711  -1.09
O 2.273 1.546 1.712  -0.31
H 1.755 3.381 4.320  0.51
H 3.329 2.943 3.824  0.42
H 2.123 1.632 4.476  0.25
H 0.633 2.087 2.844  -0.28
H 2.408 4.136 1.303  0.42
H 1.077 4.662 2.185  0.42
H 0.862 3.669 0.810  -0.02
H 3.162 1.900 1.784  0.25
C 0.384 1.009 -1.632  -0.75
C -0.354 -0.050 -0.789  1.08
C 0.602 -1.336 -0.926  -0.52
O -0.265 0.339 0.596  0.76
H 0.062 2.038 -1.470  -0.53
H 0.347 0.794 -2.700  0.49
H 1.471 1.042 -1.554  -0.27
H -1.347 -0.309 -1.156  0.43
H 1.640 -1.195 -0.624  -0.28
H 0.668 -1.477 -2.005  0.12
H 0.017 -2.202 -0.618  0.11
H 0.560 0.821 0.689  -0.56

Summary:
Kohn-Sham gap (spin up / spin down): 1.73 / 9.32 eV
multiplicity: 2
charge: -1
highest occupied orbital energy (spin up / spin down): 0.3 / -7.3 eV
LUMO (spin up / spin down): 2.1 / 2.0 eV
largest force on an atom: 4.7 eV Å⁻¹


# 2
The following is a DFT calculation (the ωB97M-V functional and the def2-TZVPD basis) of a 13-piece molecular cluster, C66H77F9O4 overall.

Last column: Mulliken charge in e.
Cartesian coordinates (Å):
C 7.647 14.205 15.550  -1.25
C 7.998 15.178 14.393  0.71
C 7.117 16.342 14.046  -1.23
O 9.337 15.672 14.610  0.01
H 8.263 13.336 15.568  0.38
H 6.570 13.933 15.461  0.39
H 7.851 14.659 16.504  0.10
H 8.030 14.620 13.440  0.13
H 6.063 16.003 13.966  0.45
H 7.389 16.736 13.020  0.15
H 7.139 17.181 14.784  0.21
H 9.899 14.896 14.667  -0.01
C 17.414 21.737 7.804  -1.28
C 16.820 20.282 7.881  0.32
C 17.696 19.388 6.992  -0.87
O 16.837 19.685 9.181  0.01
H 18.493 21.736 8.027  0.25
H 16.915 22.426 8.546  0.19
H 17.386 22.149 6.819  0.48
H 15.859 20.239 7.444  0.52
H 17.211 18.438 6.811  -0.16
H 18.647 19.188 7.481  0.27
H 17.877 19.816 6.044  0.52
H 17.782 19.603 9.390  -0.31
C 16.185 14.552 9.657  -1.08
C 16.550 15.774 8.925  0.99
C 16.034 15.702 7.493  -1.38
O 15.959 16.878 9.608  0.10
H 16.589 14.470 10.647  0.07
H 16.512 13.677 9.126  0.67
H 15.126 14.411 9.779  -0.35
H 17.635 15.852 8.886  0.31
H 14.966 15.786 7.445  0.13
H 16.235 14.769 7.032  0.51
H 16.355 16.455 6.791  0.24
H 16.369 17.662 9.269  -0.26
C 17.580 17.613 16.083  -1.50
C 16.112 18.116 16.070  1.89
C 15.587 18.472 17.445  -1.58
O 16.071 19.365 15.306  -0.49
H 17.708 16.793 16.724  0.47
H 18.259 18.499 16.444  0.31
H 18.013 17.346 15.133  0.15
H 15.383 17.465 15.529  -0.54
H 14.648 18.937 17.411  0.41
H 16.349 19.110 17.926  0.36
H 15.432 17.590 18.122  0.34
H 15.171 19.660 15.352  0.20
F 19.951 22.513 10.432  -0.41
C 19.790 21.261 10.967  0.66
C 20.300 20.218 10.239  -0.51
C 20.021 18.913 10.715  -0.60
C 19.170 18.714 11.829  -0.43
C 18.726 19.839 12.518  -0.05
C 19.053 21.120 12.101  -0.95
H 20.853 20.357 9.284  0.40
H 20.452 17.975 10.363  0.37
H 18.936 17.722 12.291  0.28
H 18.079 19.652 13.399  0.41
H 18.642 21.929 12.690  0.72
F 13.234 18.824 15.128  -0.62
C 13.139 18.132 13.925  1.20
C 11.980 17.453 13.669  -0.40
C 11.787 16.838 12.412  -1.92
C 12.861 16.927 11.516  1.42
C 14.023 17.652 11.791  -0.49
C 14.216 18.239 13.029  -0.22
H 11.222 17.297 14.386  0.34
H 10.979 16.324 12.044  1.10
H 12.815 16.371 10.580  -0.63
H 14.850 17.663 11.093  0.28
H 15.125 18.775 13.386  0.42
F 18.149 14.902 12.703  -0.27
C 17.280 14.409 13.605  -0.35
C 17.565 13.460 14.562  -0.73
C 16.603 13.101 15.511  -0.54
C 15.294 13.536 15.465  -1.14
C 15.012 14.492 14.493  0.22
C 15.971 14.923 13.561  0.44
H 18.560 13.061 14.634  0.43
H 16.855 12.200 16.090  0.33
H 14.606 13.138 16.185  0.50
H 13.979 14.847 14.319  0.30
H 15.655 15.602 12.798  0.79
F 10.965 15.570 9.579  -0.20
C 11.166 14.572 8.686  0.16
C 10.196 13.625 8.503  -0.67
C 10.476 12.553 7.650  -0.52
C 11.681 12.415 7.055  -0.72
C 12.663 13.357 7.263  -0.65
C 12.388 14.489 8.054  0.77
H 9.319 13.681 9.109  0.54
H 9.692 11.807 7.484  0.38
H 11.902 11.602 6.292  0.28
H 13.606 13.252 6.824  0.63
H 13.168 15.268 8.262  -0.26
F 10.005 12.478 13.151  -0.32
C 11.153 12.390 12.406  0.30
C 11.288 11.302 11.622  -0.76
C 12.331 11.367 10.644  -0.20
C 13.331 12.318 10.761  -0.68
C 13.240 13.271 11.788  -0.17
C 12.058 13.447 12.466  0.28
H 10.446 10.602 11.454  0.35
H 12.382 10.531 9.915  0.36
H 14.202 12.252 10.130  0.45
H 13.962 13.923 12.120  0.27
H 12.004 14.231 13.190  0.14
F 11.316 23.115 14.832  -0.39
C 10.607 21.979 14.484  0.58
C 10.281 21.889 13.142  -0.56
C 9.479 20.864 12.719  -0.39
C 9.138 19.840 13.624  -0.77
C 9.574 19.926 14.926  0.33
C 10.257 21.072 15.415  -0.61
H 10.794 22.573 12.482  0.43
H 9.049 20.878 11.715  0.43
H 8.417 19.035 13.461  0.24
H 9.173 19.113 15.529  0.27
H 10.554 21.235 16.469  0.38
F 8.555 18.781 10.105  -0.34
C 9.508 18.414 9.202  0.52
C 10.828 18.708 9.490  -0.25
C 11.788 18.344 8.547  -0.24
C 11.475 17.719 7.335  -0.82
C 10.139 17.401 7.120  -0.39
C 9.177 17.814 8.022  -0.79
H 11.120 19.128 10.463  0.55
H 12.840 18.509 8.806  0.40
H 12.233 17.438 6.614  0.48
H 9.916 16.801 6.242  0.41
H 8.164 17.603 7.853  0.51
F 17.526 25.416 13.222  -0.34
C 16.550 24.465 13.105  0.70
C 16.703 23.516 12.112  -0.85
C 15.714 22.483 12.048  0.14
C 14.621 22.510 12.880  -0.78
C 14.473 23.582 13.798  -0.29
C 15.471 24.470 14.013  -0.88
H 17.424 23.457 11.286  0.43
H 15.751 21.680 11.306  0.46
H 13.797 21.829 12.748  0.60
H 13.630 23.582 14.455  0.35
H 15.357 25.254 14.753  0.47
F 11.713 15.848 16.992  -0.15
C 10.557 15.803 17.741  0.41
C 10.198 14.689 18.423  -0.70
C 9.124 14.765 19.286  -0.37
C 8.344 15.899 19.374  -0.69
C 8.655 16.983 18.481  -0.21
C 9.756 16.940 17.707  -0.27
H 10.854 13.805 18.524  0.38
H 8.794 13.938 19.828  0.44
H 7.470 15.945 20.033  0.35
H 8.038 17.881 18.363  0.39
H 9.991 17.766 17.030  0.35

Summary:
Kohn-Sham gap: 9.36 eV
multiplicity: 1
highest occupied orbital energy: -8.8 eV
LUMO: 0.6 eV
largest force on an atom: 4.3 eV Å⁻¹


# 3
The following is a DFT calculation (the ωB97M-V functional and the def2-TZVPD basis) of one molecule with the formula C5H4BrClN2O2.

Last column: Mulliken charge in e.
Cartesian coordinates (Å):
C -1.067 -0.895 0.798  0.09
C 0.167 -0.457 0.348  -0.45
C -2.392 -0.403 0.653  -0.31
C -1.777 1.709 -0.063  -0.03
C 0.250 0.637 -0.641  -0.52
N -0.526 1.816 -0.159  0.02
N -2.854 2.679 -0.029  0.97
O -3.510 2.800 0.969  -0.51
O -3.096 3.312 -1.067  -0.53
Cl 0.509 3.296 0.416  -0.13
Br -3.770 -1.305 -0.032  0.05
H -1.163 -1.926 1.389  0.26
H 1.010 -0.901 0.716  0.47
H 1.299 0.987 -0.823  0.32
H -0.346 0.186 -1.470  0.29

Summary:
Kohn-Sham gap (spin up / spin down): 6.33 / 6.37 eV
ΔE to the lowest compared entry with this formula, charge and spin: 166.65 kcal per mole
multiplicity: 1
highest occupied orbital energy (spin up / spin down): -7.9 / -8.0 eV
LUMO (spin up / spin down): -1.6 / -1.6 eV
largest force on an atom: 3.6 eV Å⁻¹


# 4
The following is a DFT calculation (the ωB97M-V functional and the def2-TZVPD basis) of a 2-piece molecular cluster, C6H11N2S overall.

Last column: Mulliken charge in e.
Cartesian coordinates (Å):
C 1.637 1.740 -0.144  -0.60
C 1.258 2.509 -1.231  -0.06
C -0.558 0.199 -0.814  -0.50
C -0.103 0.900 1.383  -1.57
C 1.271 -0.677 -0.088  -1.45
C 0.530 0.649 0.012  1.80
N 0.239 2.229 -1.999  -0.35
N -2.771 -3.367 0.314  -0.61
S -0.771 1.009 -2.328  0.31
H 2.373 2.082 0.596  0.46
H 1.723 3.478 -1.515  0.40
H 0.563 0.984 2.259  0.39
H -0.594 1.877 1.304  0.36
H -0.722 0.068 1.282  0.59
H 0.985 -1.202 0.756  0.41
H 0.943 -1.201 -0.950  0.42
H 2.367 -0.646 -0.102  0.37
H -2.893 -4.053 -0.440  0.21
H -3.601 -3.183 0.900  0.21
H -1.875 -3.395 0.805  0.20

Summary:
Kohn-Sham gap (spin up / spin down): 4.65 / 5.36 eV
ΔE to the lowest compared entry with this formula, charge and spin: 198.12 kcal per mole
multiplicity: 1
charge: +1
highest occupied orbital energy (spin up / spin down): -12.0 / -12.1 eV
LUMO (spin up / spin down): -7.4 / -6.7 eV
largest force on an atom: 4.4 eV Å⁻¹


# 5
The following is a DFT calculation (the ωB97M-V functional and the def2-TZVPD basis) of a 2-piece molecular cluster, C4H13NO overall.

Last column: Mulliken charge in e.
Cartesian coordinates (Å):
C 1.158 1.716 -1.860  -1.05
C 1.799 0.570 -0.936  -0.32
N 0.896 -0.527 -0.645  -0.22
C 1.233 -1.545 0.307  -0.45
C 0.036 -2.541 0.172  -1.23
H 1.707 2.636 -1.490  0.28
H 1.449 1.548 -2.930  0.25
H 0.161 1.874 -1.763  0.40
H 2.038 0.958 0.088  0.25
H 2.753 -0.023 -1.453  0.21
H -0.033 -0.614 -0.896  0.20
H 1.576 -1.288 1.228  0.48
H 2.037 -2.082 -0.136  0.26
H -0.097 -2.763 -1.000  0.29
H -0.867 -2.039 0.378  0.37
H 0.035 -3.542 0.730  0.30
O -5.020 2.685 3.601  -0.65
H -5.850 2.464 3.996  0.32
H -5.010 2.513 2.608  0.33

Summary:
Kohn-Sham gap: 8.94 eV
ΔE to the lowest compared entry with this formula, charge and spin: 55.47 kcal per mole
multiplicity: 1
highest occupied orbital energy: -8.0 eV
LUMO: 1.0 eV
largest force on an atom: 5.6 eV Å⁻¹


# 6
The following is a DFT calculation (the ωB97M-V functional and the def2-TZVPD basis) of a 2-piece molecular cluster, C4H6N2S overall.

Last column: Mulliken charge in e.
Cartesian coordinates (Å):
C -2.646 0.357 -0.528  -0.91
C -1.437 0.320 0.412  -0.21
C -0.391 -0.398 0.334  0.22
N 0.389 -1.332 0.346  -0.51
H -2.936 1.405 -0.645  0.26
H -3.622 -0.050 -0.301  0.29
H -2.167 -0.139 -1.430  0.25
H -1.459 0.956 1.230  0.40
H 1.217 -1.048 -0.260  0.22
N 3.805 -0.651 0.470  -0.39
C 3.068 0.288 0.411  0.42
S 1.912 1.342 0.270  -0.33
H 4.265 -1.048 -0.308  0.30

Summary:
Kohn-Sham gap: 9.18 eV
ΔE to the lowest compared entry with this formula, charge and spin: 69.79 kcal per mole
multiplicity: 1
highest occupied orbital energy: -8.8 eV
LUMO: 0.4 eV
largest force on an atom: 3.0 eV Å⁻¹


# 7
The following is a DFT calculation (the ωB97M-V functional and the def2-TZVPD basis) of one molecule with the formula C4H8O.

Last column: Mulliken charge in e.
Cartesian coordinates (Å):
C 1.117 0.519 0.906  -1.39
C 0.512 -0.401 -0.139  0.21
C -0.875 -0.940 0.142  -0.61
C -0.633 -0.101 -1.075  -0.10
O -1.216 1.151 -1.274  -0.54
H 1.533 -0.110 1.703  0.34
H 0.375 1.168 1.387  0.33
H 1.933 1.146 0.530  0.31
H 1.239 -1.099 -0.549  0.32
H -1.088 -2.000 0.041  0.26
H -1.393 -0.448 0.963  0.24
H -0.636 -0.645 -2.017  0.32
H -0.868 1.763 -0.618  0.31

Summary:
Kohn-Sham gap: 10.42 eV
ΔE to the lowest compared entry with this formula, charge and spin: 27.69 kcal per mole
multiplicity: 1
highest occupied orbital energy: -9.4 eV
LUMO: 1.0 eV
largest force on an atom: 0.4 eV Å⁻¹


# 8
The following is a DFT calculation (the ωB97M-V functional and the def2-TZVPD basis) of one molecule with the formula C3H4N4O.

Last column: Mulliken charge in e.
Cartesian coordinates (Å):
O 0.970 1.470 1.538  -0.42
N 0.193 0.652 0.748  0.11
C 1.070 -0.131 -0.192  -0.10
N 0.890 -0.931 -1.222  -0.46
C -0.356 -1.616 -1.020  0.09
N -1.564 -1.144 -0.771  -0.31
N -1.766 0.125 -0.664  -0.35
C -1.038 0.861 0.184  0.00
H 1.035 1.270 2.429  0.34
H 2.084 0.181 -0.172  0.38
H -0.280 -2.696 -0.764  0.35
H -1.237 1.959 -0.095  0.36

Summary:
Kohn-Sham gap: 8.86 eV
ΔE to the lowest compared entry with this formula, charge and spin: 148.89 kcal per mole
multiplicity: 1
highest occupied orbital energy: -8.8 eV
LUMO: 0.1 eV
largest force on an atom: 6.5 eV Å⁻¹


The highest multiplicity belongs to which entry?
C30H81NO14